A structure of composition C30H61AsBiBr2Cl3F4GeN2O6P2Si2 in a non-equilibrium geometry, computed with ωB97M-V/def2-TZVPD.

Properties
Multiplicity: 2
Charge: +1
Relative energy (zero: lowest compared OMol25 entry of this formula, charge and spin): 0.00 kJ/mol

The geometry in XYZ format:
```
115
Properties=species:S:1:pos:R:3:forces:R:3
Bi -0.571 -0.997 -0.987 -0.23 0.73 0.27
Br -1.378 3.277 -2.579 0.61 0.12 -0.05
Br 1.626 2.058 -2.577 -0.47 0.60 -0.29
As 1.812 -1.377 -2.383 0.48 -0.81 -0.05
Ge -1.859 -0.484 -3.480 0.10 0.49 -0.09
Cl -0.849 0.871 -4.897 0.02 -0.47 -0.19
Cl -2.438 -2.164 -4.711 0.02 -0.19 -0.14
Cl -3.711 0.624 -3.210 -0.24 -0.13 0.06
P 0.885 2.222 1.714 0.31 0.10 0.26
P -2.159 2.038 1.307 0.31 -0.17 -0.44
Si 1.895 -2.874 -4.336 0.05 1.77 -0.48
Si 4.082 -1.179 -1.394 -0.08 0.04 -0.08
F -3.232 -1.379 -0.544 0.74 1.32 0.96
F -5.720 -1.621 -1.234 0.02 -0.20 0.06
F -4.670 -5.888 -3.005 -0.29 0.32 0.05
F -2.099 -5.490 -2.483 0.14 -0.52 -0.23
O 0.970 2.171 3.290 -0.31 1.15 0.04
O 1.148 0.866 1.196 -0.05 -0.03 -0.91
O 1.825 3.381 1.205 -0.44 -0.04 -0.25
O -3.306 3.040 0.960 0.09 0.71 -0.13
O -2.327 1.591 2.785 -1.01 0.33 2.08
O -2.127 0.896 0.382 0.53 -0.48 -0.31
N -1.205 -3.061 -1.307 0.10 0.19 -0.20
N 0.095 -2.332 1.233 -0.01 0.56 0.95
C -2.488 2.153 5.177 0.73 -0.93 1.21
C -0.568 -1.479 2.274 0.06 -0.61 -0.74
C -4.557 2.170 3.823 0.55 -1.27 -0.08
C 0.728 0.688 5.147 -0.20 -0.02 -0.30
C -5.336 -3.776 -2.170 -0.58 0.62 0.41
C -4.970 4.044 -0.461 0.13 0.62 -0.18
C -4.371 -4.718 -2.406 1.70 -1.34 -0.29
C 3.677 -3.239 -4.454 1.20 -0.01 -1.00
C -3.557 -2.504 -1.146 -1.22 -0.90 -1.22
C -4.885 -2.627 -1.514 0.21 -0.55 -0.25
C -2.979 -4.580 -2.100 -2.11 0.74 -0.24
C 4.771 -2.908 -1.084 -1.23 0.73 -0.27
C -0.361 -3.936 -0.541 -0.60 -1.67 1.58
C 4.993 -0.259 -2.761 -0.48 0.47 1.54
C -5.161 1.683 0.246 -1.29 -0.07 -2.08
C -2.553 -3.415 -1.510 0.56 0.81 0.74
C 1.628 1.129 4.003 0.38 -0.40 1.06
C 3.892 3.504 -0.101 0.31 0.57 0.03
C 0.833 -4.356 -4.193 0.11 -1.79 0.02
C 1.519 -2.451 1.586 -0.33 -0.01 0.87
C 1.495 -1.790 -5.834 -0.98 -0.44 1.21
C -3.037 2.465 3.836 -1.03 -0.73 -1.30
C 3.613 4.621 2.190 1.46 -0.49 0.62
C -0.656 3.032 1.332 -0.66 0.72 0.22
C -4.219 2.780 -0.163 -0.95 0.21 1.29
C 2.985 1.624 4.522 -0.24 -1.03 0.13
C 0.414 3.395 -3.349 -0.40 0.30 0.69
C 4.026 -0.184 0.192 -0.20 -0.11 0.63
C -0.504 -3.654 1.000 -0.81 -0.08 -0.34
C 3.246 3.454 1.307 0.94 -1.23 -0.33
H -4.659 0.748 0.372 0.29 -0.50 0.71
H 3.757 -3.984 -5.277 0.19 0.59 0.15
H 1.914 -1.462 1.871 -0.29 -0.40 -0.03
H 5.939 0.136 -2.413 0.32 -0.02 0.14
H -1.640 -1.494 2.096 -0.16 -0.09 0.19
H -0.071 -4.416 1.691 -0.14 0.28 -0.64
H 4.341 -2.349 -4.652 -0.89 -0.98 -0.12
H 4.733 4.593 2.254 -0.88 0.34 0.08
H 0.419 -1.695 -5.941 -0.30 0.34 0.21
H -2.804 3.475 3.509 -0.21 0.21 0.23
H 1.944 -0.808 -5.878 0.23 0.07 0.02
H 4.710 0.664 0.123 0.01 -0.01 -0.11
H 3.602 1.887 3.689 0.51 0.20 -0.45
H 5.695 -2.771 -0.565 0.93 -0.08 0.10
H 4.283 -0.713 1.139 -0.10 0.01 -0.81
H -5.004 2.472 4.759 0.05 0.26 0.34
H 0.326 3.259 -4.410 0.02 -0.42 -0.25
H -5.411 4.489 0.432 -0.12 -0.22 0.03
H 2.836 2.494 5.128 -0.05 0.56 0.46
H -0.518 -5.004 -0.771 -0.43 0.36 0.17
H 1.784 0.328 3.300 0.02 -0.49 -0.12
H 4.433 0.566 -3.165 -0.38 0.40 -0.09
H -5.883 1.976 0.995 0.25 -0.04 0.63
H 1.288 -5.152 -3.526 -0.51 0.94 -0.65
H -2.577 1.052 5.398 0.00 1.00 -0.25
H -5.811 1.490 -0.645 0.43 0.11 0.43
H 0.673 -4.845 -5.194 0.31 0.55 0.75
H -1.600 -3.598 1.216 0.79 -0.03 -0.09
H 4.975 3.686 0.073 -0.55 -0.09 -0.25
H 3.017 0.213 0.348 0.11 0.11 0.00
H -5.102 2.657 3.043 -0.09 0.31 -0.62
H 3.506 4.331 -0.736 0.14 -0.37 0.59
H 3.301 5.566 1.797 -0.15 0.55 -0.51
H 0.674 -3.833 -0.773 0.99 0.60 -0.50
H -0.230 -0.462 2.104 0.07 -0.06 0.25
H 4.094 -3.744 -3.613 0.13 -0.40 0.60
H -0.818 3.874 2.055 0.27 -0.64 -0.54
H 1.130 -0.225 5.557 0.23 -0.30 0.34
H -0.300 0.469 4.846 0.22 0.08 -0.27
H 3.539 0.861 5.121 -0.65 0.43 -0.45
H 3.802 2.584 -0.708 -0.16 0.36 0.67
H -4.763 1.066 3.747 0.46 0.97 -0.02
H -0.325 -1.805 3.295 -0.12 -0.06 -0.16
H 4.121 -3.449 -0.410 -0.26 -0.18 0.21
H 3.227 4.569 3.220 0.00 -0.35 -0.43
H -6.413 -3.892 -2.427 1.14 -0.06 0.12
H 1.621 -3.184 2.455 0.20 0.81 -1.08
H -0.156 -4.117 -3.825 -0.26 0.08 0.21
H 4.838 -3.467 -2.004 0.49 -0.15 0.05
H -4.358 4.823 -0.926 0.08 -0.20 0.02
H 0.761 4.403 -3.138 0.26 -0.29 0.23
H -3.028 2.689 5.993 0.32 -0.26 -0.80
H -0.550 3.474 0.337 0.05 0.00 0.04
H 2.076 -2.747 0.709 0.33 -0.52 -0.11
H -1.429 2.414 5.234 -0.13 -0.01 0.09
H 0.684 1.442 5.929 0.09 0.08 0.07
H 3.649 2.508 1.768 -0.55 0.73 -0.27
H -5.751 3.765 -1.165 -0.17 0.23 -0.03
H 5.155 -0.938 -3.534 0.51 -1.05 -1.40
H -3.687 2.468 -1.025 0.91 -0.35 -0.64
H 1.735 -2.393 -6.676 0.74 -0.46 -0.98
```
Positions in Å, forces in eV/Å.

Atomic partial charges in e from the Löwdin method, atoms 1 to 8: number 1, Bi, carries 1.371; number 2, Br, carries 0.606; number 3, Br, carries 0.574; number 4, As, carries 0.737; number 5, Ge, carries -0.329; number 6, Cl, carries 0.085; number 7, Cl, carries 0.157; number 8, Cl, carries 0.118

A cluster of 8 separate species, C30H61Br15FN3OP in total in a non-equilibrium geometry, computed with ωB97M-V/def2-TZVPD.

Properties
E_tot: -1101256.2952 eV
Charge: +1

The geometry in XYZ format:
```
112
Properties=species:S:1:pos:R:3:forces:R:3
Br -3.291 0.478 1.678 -0.05 0.02 0.03
Br -3.873 3.174 -0.726 0.18 0.04 -0.02
Br 2.752 -3.665 -2.933 0.06 0.03 -0.02
Br -5.740 -7.861 5.637 0.00 -0.05 -0.03
Br -4.999 -4.566 0.977 0.12 0.06 -0.01
Br -2.942 -9.868 4.246 0.00 -0.02 0.07
Br -7.222 -4.252 -2.697 -0.04 -0.01 -0.01
Br 2.042 -0.762 7.466 0.01 0.05 0.01
Br -1.748 -0.149 5.635 -0.10 -0.03 -0.05
Br 3.603 2.321 6.124 0.01 -0.05 -0.06
Br -3.588 -3.335 6.089 -0.02 0.07 0.01
Br -2.273 -5.670 3.169 0.10 -0.04 0.05
Br 5.748 -1.527 -2.573 0.13 -0.17 0.08
Br -9.233 -5.977 -0.139 0.09 0.01 0.01
Br -0.050 2.323 2.897 0.12 -0.02 -0.19
P 1.772 4.571 -2.371 -0.71 -1.26 -1.17
F 3.850 1.448 -1.065 0.16 -0.19 -0.15
O 3.117 2.164 -3.087 0.15 -0.34 -0.13
N 5.203 2.837 -2.261 0.39 0.30 0.82
N 4.299 4.684 -1.400 0.57 -0.62 0.97
N 6.640 4.636 -1.685 -0.33 -0.13 0.20
C 4.151 -3.701 -1.584 -0.22 -0.02 -0.05
C 1.729 0.567 -5.611 -0.36 0.14 -0.13
C 1.735 2.593 2.169 -0.18 0.17 -0.20
C -3.856 -6.637 2.589 0.16 -0.03 -0.06
C -3.159 -2.359 4.464 -0.13 -0.15 0.07
C 2.511 6.146 -2.961 0.06 0.58 0.64
C 1.729 2.737 0.645 0.03 -0.62 0.51
C -3.300 -9.316 6.079 0.08 -0.13 -0.06
C 3.124 3.750 -1.281 1.31 1.33 -0.56
C 3.530 0.953 -3.777 0.04 -0.76 0.36
C 3.800 2.475 -1.988 -1.22 0.83 0.15
C -3.775 0.378 -0.203 0.07 -0.28 0.14
C 0.629 5.998 -0.103 -0.49 -0.25 -0.31
C -8.743 -3.603 -1.672 0.17 0.06 -0.05
C -8.717 -4.107 -0.254 -0.19 -0.09 0.06
C 1.462 6.922 -3.761 0.13 -0.27 0.20
C 5.415 4.089 -1.773 -0.42 0.01 -0.16
C 2.889 3.626 0.220 -0.46 -0.40 -0.10
C 0.245 0.967 -5.607 0.55 0.08 0.11
C -4.191 -6.331 1.157 -0.21 0.01 -0.02
C -1.789 -1.745 4.518 0.08 0.13 -0.14
C 1.285 1.011 7.231 -0.02 -0.17 -0.02
C -3.068 1.424 -1.016 -0.11 0.21 -0.11
C 2.525 1.669 -6.331 -0.20 -0.54 -0.19
C 1.775 1.663 5.968 0.07 0.19 0.06
C 0.362 5.081 -1.319 0.79 0.67 0.64
C 2.295 0.169 -4.213 -0.27 0.39 0.16
C 1.256 0.221 -3.086 0.03 0.10 -0.02
C -4.768 -9.358 6.409 -0.07 0.16 0.04
C 4.604 -2.317 -1.205 0.17 0.04 0.06
H 4.090 0.325 -3.085 -0.16 0.21 0.05
H -0.306 5.591 -2.008 -0.04 -0.06 -0.27
H 3.710 -4.199 -0.724 0.02 0.03 0.04
H -3.603 -7.687 2.718 -0.07 0.04 -0.06
H -3.179 1.223 -2.080 -0.02 -0.03 0.02
H 1.932 7.743 -4.290 0.05 0.07 -0.16
H 5.855 2.209 -1.792 0.13 -0.31 -0.67
H 2.323 1.738 2.473 0.15 -0.03 0.19
H -4.914 -9.268 7.483 0.04 -0.01 0.01
H 2.121 3.495 2.631 0.02 0.05 0.23
H 1.847 1.737 0.232 -0.07 -0.02 -0.23
H -2.014 1.506 -0.767 -0.03 -0.02 0.03
H 7.307 4.553 -2.431 0.16 -0.38 0.06
H 3.367 5.951 -3.601 0.07 -0.30 -0.03
H -9.634 -3.911 -2.209 -0.03 -0.02 0.03
H 4.210 1.188 -4.590 -0.05 0.29 -0.11
H -9.441 -3.568 0.353 -0.02 0.02 -0.03
H -0.048 1.192 -6.627 -0.16 0.00 -0.12
H 1.646 6.381 -0.088 0.11 0.11 0.06
H 3.775 -1.631 -1.056 -0.03 -0.03 -0.02
H 1.526 1.579 8.123 0.01 0.04 -0.02
H 0.421 5.468 0.823 0.14 0.00 0.19
H 0.497 -0.539 -3.235 -0.07 -0.13 0.06
H 1.896 2.089 -7.110 -0.03 0.17 -0.11
H -4.935 -7.031 0.781 -0.03 0.01 0.03
H 1.760 0.983 5.123 -0.05 -0.04 0.02
H 4.365 5.454 -0.746 -0.14 0.37 -0.45
H -7.734 -4.030 0.197 0.03 0.01 -0.02
H 0.991 6.246 -4.469 -0.20 0.12 -0.20
H -3.491 -0.622 -0.524 0.03 0.01 -0.04
H -3.944 -1.623 4.322 0.04 0.05 0.00
H -3.205 -3.097 3.667 0.03 0.02 -0.04
H 1.735 0.056 -2.122 0.04 -0.20 0.11
H 2.601 -0.873 -4.240 0.30 -0.10 -0.24
H -1.492 -1.405 3.527 -0.03 0.00 -0.01
H 0.755 3.092 0.336 0.02 0.29 -0.17
H 1.173 2.538 5.738 -0.03 -0.01 0.02
H 0.711 7.348 -3.104 -0.18 0.00 0.00
H 2.716 4.629 0.610 0.01 0.09 0.00
H -8.665 -2.519 -1.690 0.00 0.00 0.03
H 6.907 5.097 -0.834 0.04 0.45 -0.14
H 0.764 1.187 -3.024 -0.04 0.11 -0.03
H -0.400 0.178 -5.233 -0.12 -0.02 0.12
H 1.784 -0.322 -6.237 0.12 -0.11 -0.08
H -5.250 -10.261 6.052 0.03 -0.03 -0.01
H 0.123 1.871 -5.014 -0.26 0.09 0.06
H 5.215 -2.351 -0.306 0.01 -0.03 0.00
H -4.652 -6.371 3.274 -0.03 0.00 0.00
H 2.844 2.475 -5.677 -0.01 0.13 0.06
H 0.211 0.860 7.154 0.08 0.01 0.08
H 3.805 3.263 0.692 0.10 -0.12 0.00
H -0.152 4.174 -1.040 -0.25 -0.21 0.06
H -0.042 6.851 -0.132 -0.01 0.14 0.08
H 4.956 -4.310 -1.982 0.04 0.02 0.02
H -4.853 0.482 -0.255 -0.02 0.00 -0.02
H -3.322 -6.343 0.508 0.03 0.00 0.02
H -1.037 -2.421 4.911 -0.03 -0.03 0.04
H 2.868 6.781 -2.146 0.07 0.07 0.04
H 3.378 1.230 -6.844 0.33 0.17 0.11
H -2.757 -10.025 6.700 -0.02 -0.01 0.01
H -2.869 -8.327 6.197 -0.04 0.03 0.00
```
Positions in Å, forces in eV/Å.

Atomic partial charges in e from the Löwdin method, atoms 1 to 8: number 1, Br, carries 0.627; number 2, Br, carries 0.608; number 3, Br, carries 0.646; number 4, Br, carries 0.643; number 5, Br, carries 0.632; number 6, Br, carries 0.652; number 7, Br, carries 0.587; number 8, Br, carries 0.610